Record 1
Below is one molecule with the formula C20H12N8O2S2 at a distorted geometry, with properties calculated with ωB97M-V with the def2-TZVPD basis set.

XYZ file:
```
44
Properties=species:S:1:pos:R:3:forces:R:3
S 1.7734 -0.3693 3.5149 -0.4 0.5 -0.9
S -1.5275 2.1712 -2.9783 1.2 -0.9 0.8
O 0.8214 4.2140 0.8258 0.4 -0.5 -1.7
O 0.1470 -2.6210 -1.6807 -0.1 2.2 2.3
N 0.3628 1.8035 -0.8919 1.3 -0.4 1.5
N 0.9212 0.9893 1.2698 -0.8 0.5 -3.3
N -1.9104 -0.4132 -2.6066 1.3 3.0 -0.8
N 1.2483 2.1357 3.3372 -0.5 0.0 -1.2
N 0.6569 -0.2945 0.7980 -2.0 -3.3 -2.6
N 1.6814 1.9304 4.6050 0.5 -0.8 0.3
N -2.6572 0.0121 -3.7396 0.2 -1.3 1.1
N -0.2081 0.5455 -1.1824 -1.3 -0.1 -0.4
C -2.7660 -4.4553 0.8847 0.6 1.5 -0.5
C -0.3531 -1.9957 -0.7286 0.5 -3.2 -3.2
C 1.1874 1.0718 2.5885 1.8 -0.6 3.3
C 0.9463 1.9826 0.2569 -1.9 -1.5 -2.0
C -1.1581 0.6279 -2.2028 -1.5 -1.3 -0.4
C -1.4839 -2.6260 -0.0175 0.7 4.3 0.4
C 1.5592 3.3148 0.4394 -0.1 1.2 4.4
C -3.4470 -2.1306 1.2241 -0.8 0.0 -0.2
C -2.3713 -1.6968 0.4914 -1.5 -3.1 1.6
C 3.0011 3.3522 0.7845 1.6 2.0 -0.2
C 0.0063 -0.5697 -0.3715 3.1 3.9 4.1
C -1.6619 -3.9101 0.2101 0.7 -4.8 -0.1
C 5.8245 3.7006 1.2203 -2.0 -2.4 -1.6
C -2.5185 1.2487 -4.0093 -0.2 0.4 0.6
C 5.3211 2.4753 0.6390 -1.7 1.2 1.3
C 3.5734 4.6184 1.3016 -0.3 -1.7 -1.0
C 2.0161 0.6889 4.8453 -0.4 0.6 0.3
C 4.9250 4.7913 1.4690 1.6 -1.0 0.4
C -3.6497 -3.5253 1.3540 -2.7 0.9 0.7
C 3.8544 2.3019 0.5088 2.6 -1.0 -0.7
H 3.5109 1.2752 0.1440 0.3 1.7 0.4
H -0.8939 -4.6071 -0.1422 -0.2 0.2 0.0
H 2.9405 5.4512 1.5205 -0.6 0.1 0.0
H -3.0592 1.7997 -4.7367 -0.5 -0.1 -0.8
H 6.8842 3.6471 1.4110 0.2 0.8 0.1
H -4.1595 -1.3500 1.6089 0.7 -1.3 -0.3
H 5.3965 5.7311 1.8279 -0.8 -0.7 -0.2
H -4.6635 -3.8025 1.7406 1.2 -0.1 0.1
H -2.2176 -0.7122 0.5129 0.8 3.8 -0.6
H 6.0065 1.6355 0.3690 -0.7 0.9 0.4
H -2.9118 -5.5077 1.0091 0.0 -0.3 0.0
H 2.3360 0.3549 5.8596 -0.3 0.3 -1.1
```
Forces are in eV/Å.

**E_LUMO**: -0.0293 Ha
**Strongest force on any atom**: 6.5 eV/Å
**SMILES string**: O=C(C1=NN(c2nncs2)C(C(=O)c2ccccc2)=NN1c1nncs1)c1ccccc1
**Relative energy (zero: lowest compared OMol25 entry of this formula, charge and spin)**: 191.0 kJ/mol

=====

Record 2
Below is C20H13AsF6GeN2PtS2 as an isolated structure, with properties calculated with ωB97M-V with the def2-TZVPD basis set.

XYZ file:
```
46
Properties=species:S:1:pos:R:3:forces:R:3
Pt 0.9021 -0.8299 1.6495 0.0 -0.1 0.0
As -1.6449 1.5895 -0.4689 0.1 0.0 0.0
Ge -2.2226 -1.8858 -1.0695 0.0 0.0 0.0
S 0.3347 0.6437 3.2453 0.0 0.0 0.1
S 2.3714 0.7106 0.9310 0.0 0.1 0.0
F -1.7650 2.0004 -2.1087 0.0 0.0 0.0
F -3.1554 2.2381 -0.1507 0.0 0.0 0.0
F -1.7156 0.7053 1.0119 0.0 0.0 0.0
F -0.6262 2.8021 0.0975 -0.1 0.0 0.0
F -2.7348 -0.1627 -1.0786 0.0 0.0 0.0
F -0.3444 0.5157 -0.9361 0.0 0.0 0.0
N 4.3342 6.3468 2.2870 0.0 0.0 0.0
N 1.7496 6.2648 5.2147 0.0 0.0 0.0
C -1.7020 -2.3411 -5.8524 0.0 0.0 0.0
C -1.6433 -1.0004 -3.8036 0.0 0.0 0.1
C 1.1458 3.1092 3.9011 0.0 0.0 0.0
C -1.9479 -3.4490 -5.0524 0.0 0.0 0.0
C -1.8801 -2.1122 -2.9821 0.0 0.0 0.0
C 2.2373 2.0225 1.9398 -0.1 0.0 0.1
C 1.2749 1.9907 3.0313 0.1 0.0 -0.1
C 1.8333 5.3410 4.5365 0.0 0.0 0.0
C 0.6359 -2.2987 -0.2303 0.0 0.0 0.0
C -0.7095 -2.1698 0.1729 0.0 0.0 0.0
C -0.9698 -2.3526 1.5452 0.0 0.0 0.0
C 1.9333 4.1956 3.6910 0.0 0.0 0.0
C 1.6374 -2.8046 0.6455 0.0 0.0 0.0
C 2.9051 4.2261 2.5926 0.0 0.0 0.0
C 0.0272 -2.8345 2.4397 0.0 -0.1 0.0
C -1.5477 -1.1219 -5.2378 0.0 0.0 -0.1
C 3.6986 5.3995 2.4260 0.0 0.0 0.0
C 3.0506 3.1694 1.7481 0.0 0.0 0.0
C 1.3109 -3.1649 1.9668 0.0 0.1 0.0
C -2.0494 -3.3273 -3.6133 0.0 0.0 0.1
H 0.9286 -2.0490 -1.2432 0.0 0.0 0.0
H -0.2309 -3.0007 3.4778 0.0 0.0 0.0
H 3.7696 3.1960 0.9397 0.0 0.0 0.0
H -1.9578 -2.1579 1.9474 0.0 0.0 0.0
H 0.4294 3.0868 4.7122 0.0 0.0 0.0
H -2.2854 -4.2304 -3.0606 0.0 0.0 0.0
H -1.5514 -0.0063 -3.3789 0.0 0.0 0.0
H 2.0526 -3.6015 2.6231 0.0 0.0 0.0
H -2.0783 -4.4288 -5.4971 0.0 0.0 0.0
H -1.6405 -2.4402 -6.9277 0.0 0.0 0.0
H -3.4430 -2.6138 -0.5359 0.0 0.0 0.0
H 2.6439 -2.9437 0.2723 0.0 0.0 0.0
H -1.3609 -0.2260 -5.8175 0.0 0.0 0.0
```
Forces are in eV/Å.

**E_LUMO (spin up / spin down)**: -0.4539 / -0.4840 Ha
**2S+1**: 2
**Strongest force on any atom**: 0.2 eV/Å
**Expectation value of S²**: 0.7693
**Charge**: +3
**Relative energy (zero: lowest compared OMol25 entry of this formula, charge and spin)**: 0.0 kJ/mol

=====

Record 3
Below is C20H13Cl2NO7Sm as an isolated structure at a distorted geometry, with properties calculated with ωB97M-V with the def2-TZVPD basis set.

XYZ file:
```
44
Properties=species:S:1:pos:R:3:forces:R:3
Sm -0.9181 -1.3454 -0.0021 -1.5 -1.3 -1.9
Cl -4.7093 -2.3910 -6.3988 -0.1 0.0 -0.1
Cl -4.5306 1.0182 -2.2279 -0.1 0.1 0.0
O 0.4859 -2.2931 1.2481 2.0 -1.1 2.3
O -2.2802 -0.5906 -1.3618 -0.9 0.2 -0.9
O -1.2154 2.0509 2.4920 0.0 -0.1 0.0
O -0.6686 -2.8266 -1.4838 0.2 -0.5 -0.8
O 4.1207 2.5008 -0.6608 -0.1 -0.1 -0.1
O 3.4410 3.6447 1.2211 -0.1 0.0 0.1
O -1.3996 0.1102 1.4021 -0.5 2.0 1.6
N 0.7342 -1.5549 2.3257 0.6 -0.1 0.9
C 2.0677 1.1667 -0.9132 0.1 -0.1 -0.2
C 2.8761 2.0825 -0.2946 -0.1 0.1 0.2
C -2.9598 -2.6187 -4.3605 0.0 0.0 0.0
C 1.2759 -0.0379 4.5549 -0.1 -0.2 -0.2
C -2.3582 -2.2339 -3.1359 0.1 0.2 0.4
C -4.5089 -0.7767 -4.2420 -0.1 0.0 -0.2
C -2.8385 -1.0515 -2.4705 -0.6 0.1 -0.9
C 1.8817 -0.8558 2.3936 0.0 -0.2 -0.2
C -3.9250 -0.3804 -3.0524 0.5 -0.2 0.3
C -0.8567 1.2579 1.6456 0.2 0.6 0.2
C 2.4662 2.7701 0.8451 0.0 -0.2 -0.2
C -1.3195 -3.0326 -2.6060 -0.2 -0.5 -0.8
C 1.2541 2.5287 1.4334 0.2 0.1 0.0
C 0.0996 -0.7700 4.4625 0.1 0.2 0.2
C 0.4255 1.5634 0.8484 -0.4 0.0 0.1
C 0.8195 0.9173 -0.3269 -0.2 0.1 0.2
C 4.5145 3.4783 0.2980 0.2 0.1 0.0
C 2.1723 -0.0931 3.4987 0.0 0.2 0.3
C -3.9986 -1.9010 -4.8890 0.0 0.1 0.2
C -0.1521 -1.5220 3.3433 0.1 -0.2 -0.2
H 4.7215 4.4265 -0.2017 -0.1 0.0 0.0
H 2.5194 -0.9493 1.5276 0.0 0.0 0.0
H -1.0440 -2.1092 3.1979 0.0 0.0 0.0
H 3.0962 0.4661 3.5247 0.0 0.0 -0.1
H -0.6329 -0.7454 5.2554 0.0 0.0 0.0
H -2.5878 -3.4960 -4.8741 0.0 0.0 0.0
H 2.3775 0.6772 -1.8264 -0.1 0.0 0.0
H -5.3369 -0.2236 -4.6605 0.0 0.0 0.0
H -1.0355 -3.9157 -3.1847 0.0 0.1 0.1
H 5.4069 3.1343 0.8285 -0.1 -0.1 0.0
H 1.4805 0.5634 5.4285 0.0 0.0 0.0
H 0.9132 3.0493 2.3176 0.0 0.0 0.0
H 0.1262 0.3076 -0.9191 0.5 0.9 -0.1
```
Forces are in eV/Å.

**E_LUMO (spin up / spin down)**: -0.0387 / -0.0389 Ha
**2S+1**: 5
**Strongest force on any atom**: 3.2 eV/Å
**Expectation value of S²**: 6.4518

=====

Record 4
Below is C20H13Cl5CuN2SSe as an isolated structure, with properties calculated with ωB97M-V with the def2-TZVPD basis set.

XYZ file:
```
43
Properties=species:S:1:pos:R:3:forces:R:3
Se 1.3353 -1.1320 -0.2845 -0.3 0.0 -0.1
Cu -0.7983 0.0928 0.4400 0.2 -0.4 -0.2
Cl 0.1333 1.4185 3.3150 0.0 0.0 0.0
Cl 1.2374 4.3403 3.5907 0.0 0.0 0.0
Cl 0.5977 5.0467 -1.7297 -0.1 0.0 0.1
Cl 1.5255 6.1325 1.0521 0.0 0.0 0.0
Cl -0.5624 2.1469 -1.9491 0.0 0.1 0.0
S -2.2051 -1.5606 0.6448 0.1 0.3 0.3
N 2.5453 1.4323 -0.2160 0.3 -0.1 0.0
N 2.3613 0.7234 -2.2541 0.2 -0.1 0.0
C -0.1395 1.9196 0.6896 -0.4 0.1 0.2
C 2.9291 1.9958 -2.3176 -0.1 -0.1 0.0
C -3.9454 0.5076 0.0013 0.0 0.0 0.0
C 2.1180 0.4036 -0.9698 0.2 0.2 0.1
C 3.0401 2.4531 -1.0105 0.1 -0.1 0.1
C 2.0855 -0.1126 -3.4066 -0.1 0.0 0.1
C 0.7585 3.7352 2.0510 0.1 0.1 0.0
C 3.5591 3.7017 -0.7103 0.2 0.0 -0.1
C 3.9679 4.4749 -1.7824 0.0 -0.1 0.0
C -3.7540 -0.8633 0.1900 0.0 0.0 -0.2
C 3.8596 4.0158 -3.1012 0.0 -0.1 0.0
C 0.2542 2.4430 1.9114 0.0 -0.1 0.0
C -6.2593 0.1379 -0.5422 0.0 0.0 0.0
C -0.0301 2.7654 -0.3996 -0.3 0.1 -0.1
C 3.3337 2.7683 -3.3945 0.0 0.1 0.0
C -4.8423 -1.7232 0.0157 0.0 0.0 0.0
C -5.1848 1.0004 -0.3748 0.0 0.0 0.0
C 0.4717 4.0582 -0.3248 -0.1 0.1 0.0
C 0.8792 4.5423 0.9178 -0.1 0.0 0.1
C -6.0841 -1.2249 -0.3388 0.0 0.0 0.0
H 1.8079 -1.1016 -3.0521 0.0 0.0 0.0
H -4.6979 -2.7861 0.1594 0.0 0.0 0.0
H -6.9172 -1.9033 -0.4684 0.0 0.0 0.0
H -3.1207 1.1930 0.1655 0.0 0.0 0.0
H 4.3757 5.4586 -1.5966 0.0 0.0 0.0
H 4.1902 4.6518 -3.9099 0.0 0.0 0.0
H 3.2368 2.4202 -4.4130 0.0 0.0 0.0
H 1.2632 0.3096 -3.9841 0.0 0.0 0.0
H 2.4312 1.4361 0.7867 0.0 0.0 -0.1
H 2.9774 -0.1769 -4.0277 0.0 0.0 0.0
H -7.2287 0.5255 -0.8248 0.0 0.0 0.0
H -5.3133 2.0637 -0.5274 0.0 0.0 0.0
H 3.6315 4.0584 0.3084 0.0 0.0 0.0
```
Forces are in eV/Å.

**E_LUMO (spin up / spin down)**: 0.0075 / -0.0786 Ha
**2S+1**: 2
**Strongest force on any atom**: 0.5 eV/Å
**Expectation value of S²**: 0.7616

=====

Record 5
Below is C20H14AsILaN3S as an isolated structure at a distorted geometry, with properties calculated with ωB97M-V with the def2-TZVPD basis set.

XYZ file:
```
41
Properties=species:S:1:pos:R:3:forces:R:3
La -0.5864 -0.0342 -3.4888 0.0 0.4 -1.3
I -0.5155 0.5322 -6.3919 0.0 0.0 -0.4
As -0.5760 0.0693 -0.4469 0.0 0.5 0.8
S -0.6251 2.6007 -2.8474 0.0 0.2 0.1
N -0.5250 -2.3369 -3.3513 0.1 -0.5 0.2
N -0.4619 -4.5379 -4.3246 0.0 -0.1 0.2
N -0.1390 -6.0199 -6.2617 -0.1 0.5 0.2
C -0.4635 -3.3660 -3.9389 -0.1 -0.7 0.1
C -1.6014 -0.2091 1.1717 -0.1 0.0 0.7
C -0.1916 2.9056 -1.1719 -0.1 0.1 -0.1
C 1.2514 -2.0426 0.3272 0.1 0.0 0.1
C -0.1528 1.9449 -0.1597 0.0 0.2 0.2
C 3.5470 -0.4730 0.2999 0.0 -0.1 0.0
C -2.8820 0.3411 1.2356 0.0 0.0 -0.3
C 2.3195 0.0981 -0.0230 -0.3 -0.5 -0.1
C 0.2065 2.3326 1.1301 0.0 0.1 0.0
C -0.2817 -5.2461 -5.4101 0.1 -0.5 -0.4
C -1.8198 -0.8403 3.5021 -0.1 0.2 -0.1
C 0.4771 4.5992 0.4148 0.1 0.1 0.3
C 0.1133 4.2356 -0.8610 0.1 0.2 0.0
C -3.1007 -0.2991 3.5473 0.2 0.0 -0.1
C 0.5425 3.6358 1.4216 -0.1 0.3 -0.2
C -3.6202 0.3013 2.4078 -0.2 0.0 0.1
C 1.1560 -0.6912 -0.0011 0.5 0.2 0.0
C 2.4752 -2.5987 0.6745 0.1 0.1 -0.1
C 3.6273 -1.8137 0.6666 -0.2 0.0 0.0
C -1.0657 -0.7730 2.3330 -0.2 -0.1 -0.2
H 2.5117 -3.6502 0.9362 0.1 0.1 0.0
H 0.1999 1.6175 1.9347 0.1 -0.3 0.1
H 2.2575 1.1444 -0.2952 0.0 0.0 0.1
H -0.0588 -1.1647 2.3357 0.0 0.0 0.0
H 0.3652 -2.6659 0.3624 0.0 0.0 -0.1
H 4.4502 0.1301 0.2616 -0.2 -0.1 0.1
H 0.0770 4.9836 -1.6472 -0.1 -0.1 0.1
H 0.8141 3.9175 2.4263 0.0 0.0 0.1
H 0.6900 5.6407 0.6421 0.0 -0.2 -0.1
H 4.5864 -2.2406 0.9438 -0.1 0.0 -0.1
H -1.3878 -1.2910 4.3866 0.0 0.0 0.0
H -3.6840 -0.3302 4.4609 0.1 0.0 -0.1
H -4.6099 0.7534 2.4247 0.2 -0.1 0.0
H -3.3190 0.8408 0.3735 0.1 -0.1 0.0
```
Forces are in eV/Å.

**E_LUMO**: -0.0444 Ha
**Strongest force on any atom**: 1.4 eV/Å
**Relative energy (zero: lowest compared OMol25 entry of this formula, charge and spin)**: 0.0 kJ/mol